{
  "formula": "C21H24N2O5S",
  "method": "wB97M-V/def2-TZVPD",
  "orbital_gap_ev": 8.3432,
  "homo_energy_ev": -7.859,
  "largest_force_ev_per_a": 0.8,
  "multiplicity": 1,
  "smiles": "COc1ccc(NC(=O)c2c(NC(=O)CCC(=O)O)sc3c2CCCCC3)cc1",
  "energy_ha": -1698.60315,
  "relative_energy_kj_mol": 0.9,
  "species": ["H", "H", "C", "H", "H", "H", "H", "O", "H", "N", "C", "C", "H", "H", "O", "C", "H", "C", "C", "H", "C", "H", "C", "C", "H", "O", "O", "H", "H", "H", "C", "C", "C", "C", "H", "H", "C", "H", "C", "C", "H", "O", "C", "C", "C", "S", "H", "N", "H", "C", "H", "C", "H"],
  "xyz": [[5.839, 1.316, -0.285], [-6.250, 2.419, 1.360], [2.105, -4.433, -0.099], [-0.017, -4.759, 0.087], [-3.137, 3.491, -0.789], [0.701, -5.391, -1.396], [3.197, -3.557, 1.512], [5.080, 1.281, -2.687], [2.818, -4.179, -0.888], [-2.245, 0.336, 1.327], [2.227, -3.411, 1.030], [0.274, -3.290, -1.462], [1.089, -2.977, -2.122], [-0.593, -3.524, -2.082], [-0.119, 0.916, 2.926], [4.767, 1.244, -0.371], [2.345, 1.152, -2.738], [2.143, -1.948, 0.576], [0.731, -1.516, 0.320], [4.418, 1.191, 1.731], [2.819, 1.150, -1.770], [1.454, -3.599, 1.778], [0.708, -4.548, -0.702], [2.020, 1.088, -0.642], [3.930, 2.145, -4.183], [-5.440, 3.700, -0.804], [-3.926, -0.378, 0.024], [5.441, 1.329, -4.651], [2.389, -5.412, 0.295], [4.013, 0.360, -4.211], [0.040, -0.488, 1.037], [4.571, 1.278, -3.998], [0.554, 0.510, 1.981], [-4.828, 2.917, -0.130], [0.948, 1.056, -0.758], [-3.874, 1.973, 2.287], [-4.458, 1.236, 1.735], [-5.002, 0.614, 2.449], [3.969, 1.174, 0.749], [-3.543, 0.328, 0.937], [2.132, 1.583, 2.567], [-3.489, 2.854, -0.148], [2.583, 1.076, 0.627], [4.202, 1.221, -1.648], [-0.088, -2.171, -0.547], [-1.733, -1.593, -0.496], [-1.892, 0.874, 2.117], [1.805, 1.018, 1.792], [2.749, -1.812, -0.324], [-1.307, -0.477, 0.738], [-5.927, 1.153, 0.172], [-5.459, 1.914, 0.804], [2.570, -1.327, 1.362]],
  "atomic_forces_ev_per_a": [[0.1, 0.0, 0.0], [0.1, 0.0, -0.1], [-0.2, -0.1, 0.3], [-0.1, -0.1, 0.0], [-0.3, 0.0, 0.0], [0.0, 0.0, 0.0], [0.0, 0.0, 0.1], [0.1, 0.0, 0.3], [0.1, 0.0, 0.0], [0.1, 0.1, 0.2], [0.2, 0.0, -0.2], [-0.1, -0.2, 0.2], [0.0, 0.0, -0.1], [0.1, 0.0, -0.1], [-0.1, 0.1, 0.1], [0.0, 0.0, -0.3], [0.0, 0.0, -0.1], [0.0, -0.2, 0.2], [-0.1, -0.1, -0.2], [0.1, 0.0, 0.1], [0.3, 0.0, -0.3], [0.0, 0.0, 0.1], [0.2, 0.0, -0.2], [0.1, 0.1, 0.3], [0.0, 0.0, 0.0], [-0.1, 0.0, 0.0], [-0.4, 0.1, 0.0], [-0.1, 0.0, 0.0], [0.1, 0.0, -0.1], [0.0, 0.0, 0.0], [-0.6, -0.1, 0.0], [-0.1, 0.0, -0.2], [0.1, 0.0, 0.0], [-0.4, 0.3, -0.2], [-0.1, 0.0, 0.0], [0.0, 0.0, 0.1], [-0.2, -0.1, -0.2], [0.1, 0.0, 0.0], [-0.2, -0.1, -0.1], [0.0, 0.3, 0.4], [-0.2, -0.1, -0.1], [0.6, -0.1, 0.1], [0.2, 0.1, -0.5], [0.0, 0.0, 0.2], [-0.2, 0.5, 0.1], [0.8, -0.2, 0.1], [-0.2, -0.1, -0.1], [0.2, 0.2, 0.6], [0.1, 0.1, 0.0], [0.2, -0.1, -0.2], [0.0, 0.1, 0.0], [0.2, -0.1, 0.1], [0.1, 0.0, -0.1]]
}